(1)
{
  "formula": "C42H42AsN6O4SSn",
  "method": "ωB97M-V/def2-TZVPD",
  "elements": ["C", "C", "O", "C", "H", "C", "C", "H", "H", "C", "C", "O", "C", "H", "H", "H", "H", "H", "H", "Sn", "C", "H", "C", "H", "H", "C", "C", "H", "H", "N", "N", "C", "C", "C", "C", "C", "H", "C", "C", "C", "H", "C", "H", "H", "N", "H", "C", "H", "H", "H", "C", "C", "C", "C", "N", "H", "C", "H", "C", "C", "H", "N", "O", "H", "H", "C", "C", "H", "C", "C", "C", "H", "H", "N", "H", "H", "C", "H", "C", "H", "H", "S", "H", "C", "C", "C", "As", "H", "H", "O", "H", "C", "H", "C", "H", "H", "C"],
  "positions_angstrom": [[4.85287, -0.49594, 2.96486], [-5.59973, 1.76884, -4.70320], [-2.27087, -0.52315, 1.24711], [0.56020, -1.11170, 4.85628], [-0.23001, -2.31893, -0.00862], [1.21561, -1.73947, 5.92659], [-2.25681, -1.82540, 1.34785], [2.78856, 1.80303, 1.67275], [-5.66143, -2.14218, -1.78245], [1.85292, 0.37987, 6.81599], [-3.32566, 2.37618, -4.22019], [-0.02918, 0.96604, 3.79386], [-4.12015, -1.93284, -0.32667], [0.44849, 7.35137, -3.31598], [-3.62124, -0.22951, 0.30448], [2.78023, -1.32460, -1.49723], [1.10446, 0.83768, -5.21093], [-5.47196, -4.60981, -1.89091], [5.49863, -0.49663, 3.84176], [-0.30295, 0.41081, 1.77707], [-3.58285, 2.25959, -2.85459], [0.44673, -1.48234, -4.84195], [-0.17392, -1.95007, 3.93437], [0.09358, 2.64009, -3.81945], [0.58253, -1.08302, -0.86353], [-0.83424, -1.05793, -3.12093], [3.17853, -3.99473, 1.26519], [4.97437, -2.42278, -1.12954], [6.27209, 0.53551, 1.82186], [0.53177, 1.52424, -2.02901], [-0.61230, -1.57176, 2.79247], [0.66887, 5.41973, -2.42165], [-3.17183, -2.58920, 0.47321], [0.49986, 0.55825, -4.35895], [0.11904, -0.70761, -4.16126], [-3.08062, -3.98395, 0.40536], [-1.99270, 7.11540, -3.63451], [-4.82657, -4.04786, -1.22811], [-0.90686, 1.26537, -2.33367], [-0.05685, 6.45092, -2.99412], [5.20029, 1.51510, 2.58780], [-2.07658, 5.15557, -2.77826], [1.18301, -2.82211, 5.98624], [-0.42346, -2.96382, 4.24823], [-1.42876, -2.47488, 2.11885], [3.27386, -4.75764, 2.02772], [1.94510, -3.39940, 1.05117], [3.26674, 0.61899, 3.91530], [1.14307, 2.10426, 5.74833], [2.50929, -1.11262, 1.67645], [-4.94001, -2.67413, -1.17666], [-4.33058, 2.13134, -5.14078], [3.38935, -0.29215, 3.31952], [2.97712, 0.82437, 1.21428], [5.28892, 0.63747, 2.07101], [1.74260, 5.49565, -2.30846], [-3.89461, -4.71434, -0.43357], [3.06746, -1.11564, 3.95512], [1.18953, 1.02364, 5.79532], [0.07411, 1.62245, -3.44757], [-1.19829, -2.07718, -3.07298], [2.53674, -0.20956, 2.14393], [1.35662, 0.57180, -1.61362], [-3.81316, -5.79166, -0.47119], [4.99857, -1.41361, 2.39214], [-4.85186, 1.89256, -2.42236], [1.88429, -1.01701, 6.88828], [5.23856, -4.12139, 0.65670], [1.79900, -2.41890, 0.06326], [0.00737, 4.27401, -1.98282], [-1.34925, -0.13860, -2.29739], [4.77971, 1.56031, 0.23681], [-3.14159, 5.05114, -2.94441], [0.59199, -1.73431, -0.07863], [4.62805, -0.21583, 0.27937], [2.38677, -1.51596, 7.70494], [4.44093, 0.70832, 0.82430], [-5.05722, 1.77709, -1.36595], [-1.42718, 6.31597, -3.17443], [-6.38420, 1.57868, -5.42391], [-4.12721, 2.22251, -6.19983], [0.94882, 3.03347, -1.15599], [2.38586, 0.77683, 0.29445], [4.28508, -3.63352, 0.50305], [2.90592, -2.06700, -0.71584], [-1.37040, 4.12922, -2.16142], [-2.20933, 2.50628, -1.50238], [1.08016, -3.67937, 1.64190], [-6.84621, 1.36630, -3.00491], [-4.28455, -0.59103, -0.32168], [2.34229, 0.96646, 7.58400], [0.54645, 0.30299, 4.76843], [-2.35398, -4.47693, 1.03693], [-5.85996, 1.65003, -3.34790], [-2.34073, 2.66498, -4.56824], [-2.15793, -0.39259, -1.62119], [4.13280, -2.67814, -0.49501]],
  "lowdin_charge": [-0.08, -0.07, -0.27, -0.17, 0.08, -0.06, -0.46, 0.13, 0.12, -0.08, -0.11, -0.30, -0.27, 0.11, 0.06, 0.11, 0.11, 0.11, 0.14, 1.37, -0.41, 0.11, -0.05, 0.13, 0.04, -0.05, -0.08, 0.11, 0.18, -0.53, -0.11, -0.10, -0.09, -0.02, -0.05, -0.03, 0.11, -0.07, -0.45, -0.07, 0.18, -0.09, 0.12, 0.14, 0.06, 0.11, -0.04, 0.13, 0.12, 0.07, -0.01, -0.07, -0.17, -0.23, 0.06, 0.10, -0.09, 0.12, -0.03, -0.16, 0.12, -0.06, -0.26, 0.10, 0.13, -0.12, -0.10, 0.10, -0.33, -0.57, -0.07, 0.14, 0.11, 0.10, 0.11, 0.10, -0.08, 0.09, -0.06, 0.11, 0.11, 1.03, 0.06, -0.11, -0.05, -0.42, 1.39, 0.11, 0.11, 0.03, 0.11, -0.38, 0.11, -0.07, 0.10, 0.09, -0.11],
  "orbital_gap_ev": 7.05,
  "lumo_energy_ev": -2.70,
  "total_energy_ev": -138863.61874,
  "spin_multiplicity": 1,
  "charge": 1
}


(2)
{
  "formula": "C42H42BF2N8SSr",
  "method": "ωB97M-V/def2-TZVPD",
  "elements": ["H", "H", "C", "H", "F", "N", "H", "H", "C", "C", "C", "H", "H", "N", "N", "C", "C", "N", "H", "S", "N", "C", "C", "C", "H", "H", "C", "H", "N", "H", "C", "C", "C", "C", "N", "C", "F", "C", "C", "C", "C", "H", "C", "C", "H", "H", "H", "H", "H", "C", "B", "C", "C", "H", "H", "H", "C", "H", "C", "C", "H", "H", "C", "C", "C", "C", "C", "H", "H", "N", "H", "C", "H", "H", "Sr", "H", "C", "H", "H", "C", "C", "H", "C", "H", "H", "C", "H", "H", "H", "H", "C", "H", "H", "C", "C", "C", "H"],
  "positions_angstrom": [[4.61186, 1.89306, -3.93172], [0.48863, 2.61489, 1.79420], [-2.56595, 2.82785, -1.53927], [3.87482, -1.29121, 3.66004], [-1.09451, -5.44755, 2.65961], [-1.27046, 2.47159, -1.54302], [-1.45759, 1.87594, 4.91715], [-1.18149, -5.67501, -1.34184], [1.36109, -4.75677, -0.17712], [2.23728, -4.09350, 0.65084], [-1.44792, -2.99393, -1.90938], [-1.96286, -3.24400, -0.98676], [5.86692, 0.60499, -1.98308], [-2.70714, 0.23785, 0.55961], [2.92043, -0.64310, -1.30302], [-2.79634, -2.02572, 1.14985], [0.73348, -3.73798, -0.90977], [1.36734, -0.18724, 2.01858], [0.32640, -3.57642, -2.97103], [-1.32266, 5.04625, -1.60574], [3.59977, -0.85620, -0.17889], [0.91678, 3.38499, -1.12773], [-4.96310, 2.37602, -0.71040], [-5.12241, 3.85985, -0.86301], [2.24697, 0.33205, 5.11223], [-4.31907, 5.74042, -1.38005], [-4.73301, 1.84784, 0.73868], [-5.43828, -1.43063, 1.52699], [2.12153, -2.77613, 0.42103], [0.16287, -3.22786, 2.25140], [3.73041, -0.04248, -2.16075], [4.85030, -0.38082, -0.30526], [-4.88132, -0.56829, 1.20230], [-1.41261, -1.99077, 1.46494], [2.48300, -0.89920, 2.12106], [-3.49326, -3.23407, 1.15380], [-4.75185, -3.34303, 0.60490], [-3.57424, 1.83578, -1.11582], [0.22035, 2.67127, 2.84729], [4.98746, 0.15364, -1.56644], [-0.21731, -3.88514, -2.06539], [-5.79537, 1.86844, -1.21046], [-0.07540, 1.26455, 3.37486], [-3.26261, 1.51995, 0.36914], [4.04520, -2.30511, 1.43992], [-4.85072, 2.61661, 1.50965], [4.02274, 1.10179, -5.39853], [-1.15621, -1.94545, -1.86890], [-6.52617, 0.73038, 1.39090], [2.62714, 2.28612, 0.06061], [3.10024, -1.73315, 0.97636], [-0.86990, -3.18641, 1.93881], [2.97628, -0.78632, 3.36326], [5.27506, 0.32386, -4.42196], [3.06040, -0.73179, -4.03692], [-3.59125, 0.94177, -1.74162], [-4.14585, 4.67990, -1.27621], [1.23818, 0.58083, -2.98745], [-5.48077, 0.61882, 1.12457], [-2.83033, 4.17124, -1.53587], [1.65049, 1.21605, -4.59204], [2.91729, -4.47666, 1.38751], [1.12728, 0.39101, 3.18786], [3.46305, 3.37759, -0.09928], [-0.52183, 1.32576, 4.83451], [-1.63162, -4.32784, 2.08586], [-0.46510, 3.48087, -1.49805], [1.20752, -5.81629, -0.22530], [5.55852, -0.45377, 0.49795], [1.20333, -2.55977, -0.52053], [1.04786, 3.11767, 3.39757], [2.00738, 1.07732, -3.57414], [-0.67687, 0.32339, 5.22821], [0.19358, -5.99429, -2.40130], [0.11469, -0.22561, 0.01516], [0.22392, 1.83137, 5.44572], [3.03379, 4.48614, -0.81713], [4.45938, 3.36068, 0.32962], [2.19852, 2.05229, -3.13446], [-3.44782, -0.74536, 0.91024], [1.32292, 2.20906, -0.44130], [-3.50708, -5.31544, 1.66256], [3.28353, 0.23912, -3.56735], [1.38037, 5.35824, -1.85806], [-0.88102, 0.83199, 2.77084], [1.75370, 4.49250, -1.31933], [-2.13508, -3.14330, -2.74192], [-6.10224, 4.25473, -0.63326], [-2.55690, 2.25177, 0.77847], [3.68541, 5.33966, -0.95964], [4.37328, 0.93093, -4.38105], [3.01077, 1.44862, 0.62571], [-1.33478, -5.43015, -3.08403], [-0.65874, -5.33928, -2.23458], [2.13980, 0.03757, 4.08733], [-2.93865, -4.40108, 1.63333], [-0.65363, 3.31129, 2.95514]],
  "lowdin_charge": [0.08, 0.04, -0.31, 0.11, 0.03, 0.10, 0.07, 0.08, -0.02, -0.08, -0.05, 0.07, 0.09, 0.09, 0.10, -0.21, -0.28, -0.06, 0.14, 1.07, -0.04, -0.33, -0.19, -0.06, 0.09, 0.10, -0.18, 0.10, -0.03, 0.09, -0.28, -0.09, 0.01, -0.12, -0.03, -0.24, 0.02, -0.12, -0.05, -0.02, -0.35, 0.14, -0.37, -0.24, 0.12, 0.14, 0.07, 0.05, 0.11, -0.18, -0.55, -0.10, -0.07, 0.07, 0.14, 0.16, -0.10, 0.06, -0.03, -0.48, 0.07, 0.12, -0.28, -0.10, -0.07, -0.27, -0.50, 0.09, 0.11, 0.01, 0.09, -0.06, 0.08, 0.07, 1.30, 0.07, -0.12, 0.09, 0.07, -0.23, -0.17, 0.12, -0.36, 0.08, 0.12, -0.10, 0.08, 0.10, 0.15, 0.09, -0.09, 0.06, 0.07, -0.08, -0.01, 0.03, 0.08],
  "orbital_gap_ev": 6.85,
  "lumo_energy_ev": 2.38,
  "total_energy_ev": -73942.27745,
  "spin_multiplicity": 1,
  "charge": -1
}


Result set for energy above the lowest of the compared OMol25 structures with the same formula, charge and spin: 0.000 3.589 eV, one per record in the order listed.